# C33H35N7O7S2Ta

C33H35N7O7S2Ta as an isolated structure (ωB97M-V/def2-TZVPD, OMol25).

Total charge   +3
E_LUMO   -9.056 eV
ΔE to the lowest compared entry with this formula, charge and spin   0.4809 eV
Multiplicity   1
Total energy   -82755.0750 eV
HOMO-LUMO gap   6.691 eV

```
85
Properties=species:S:1:pos:R:3:forces:R:3
Ta -0.502397 -0.560672 1.133973 -0.4 0.1 0.7
C -3.158272 7.220628 1.341582 0.0 0.0 0.0
C -2.967156 5.751312 1.553757 0.0 0.0 0.0
C -3.979692 4.964504 2.100120 0.0 0.0 0.0
C -3.797247 3.610637 2.321859 0.0 0.0 0.0
C -2.577318 3.034591 1.977317 0.0 0.0 0.0
C -1.539733 3.798826 1.438986 0.0 0.0 0.0
C -1.743127 5.145469 1.233246 0.0 0.0 0.0
S -2.399122 1.336031 2.217183 0.0 0.1 0.0
O -3.353391 0.864036 3.155502 0.0 0.0 0.0
O -0.930070 1.037506 2.512319 0.1 0.0 0.1
N -2.324468 0.516066 0.839029 0.0 0.0 0.1
C -3.380752 0.105920 0.013503 0.0 0.0 0.0
C -4.630967 0.642378 -0.116328 0.0 0.0 0.0
C -5.531298 0.074765 -1.046020 0.0 0.0 0.0
C -5.173626 -0.997408 -1.813031 0.0 0.0 0.0
C -3.884785 -1.570892 -1.677304 0.0 0.0 0.0
C -3.444689 -2.704897 -2.387148 0.0 0.0 0.0
C -2.193519 -3.210584 -2.135617 0.0 0.0 0.0
C -1.372595 -2.592082 -1.194343 0.0 0.0 0.0
N -1.724082 -1.495605 -0.521159 -0.1 -0.1 -0.1
C -2.991180 -1.001438 -0.756110 0.0 0.0 0.0
H -4.198434 7.512014 1.463943 0.0 0.0 0.0
H -2.825477 7.517644 0.347045 0.0 0.0 0.0
H -2.562638 7.781510 2.064813 0.0 0.0 0.0
H -4.922983 5.421610 2.368564 0.0 0.0 0.0
H -4.579562 3.013303 2.770936 0.0 0.0 0.0
H -0.571576 3.355818 1.240732 0.0 0.0 0.0
H -0.942581 5.756549 0.835406 0.0 0.0 0.0
H -4.940617 1.489730 0.481781 0.0 0.0 0.0
H -6.519469 0.502383 -1.143006 0.0 0.0 0.0
H -5.869813 -1.427870 -2.520408 0.0 0.0 0.0
H -4.100269 -3.177004 -3.108779 0.0 0.0 0.0
H -1.827363 -4.092143 -2.642362 0.0 0.0 0.0
H -0.405723 -3.013064 -0.978989 0.0 0.0 0.0
C 3.527131 3.069213 0.801272 0.0 0.0 0.0
O 2.969565 1.841994 1.364073 0.0 0.1 0.0
C 1.865014 1.362577 0.935050 0.1 -0.2 -0.2
O 1.391500 0.335205 1.490679 0.1 0.2 0.2
N 1.170901 1.908663 -0.076935 0.0 0.1 0.0
N 0.032055 1.176991 -0.461855 0.0 -0.2 -0.1
H 4.435793 3.241986 1.365003 0.0 0.0 0.0
H 2.823105 3.885393 0.954105 0.0 0.0 0.0
H 3.770510 2.906202 -0.246610 0.0 0.0 0.0
H 1.597556 2.545566 -0.736380 0.0 0.0 0.0
H 0.217504 0.690131 -1.345837 0.1 0.0 0.0
H -0.763376 1.807482 -0.541584 0.0 0.0 0.0
N 0.452257 -1.127509 3.240987 0.1 -0.1 -0.1
N -0.104703 -2.129314 4.046201 0.0 0.0 0.0
C -1.288739 -2.649830 3.723554 0.0 0.0 0.0
N -1.833322 -3.559898 4.501967 0.0 0.0 0.0
S -2.102491 -2.132807 2.308935 0.0 -0.1 -0.1
H 1.402671 -1.401187 2.989458 0.0 0.0 0.0
H 0.489630 -0.252464 3.764926 0.0 0.0 0.0
H 0.395409 -2.392787 4.885592 0.0 0.0 0.0
H -1.402674 -3.879462 5.358395 0.0 0.0 0.0
H -2.727126 -3.960634 4.258529 0.0 0.0 0.0
O 1.124243 -1.040011 -1.787475 -0.1 0.0 0.0
C 2.237545 -1.803589 -1.285830 0.0 0.0 0.0
C 1.871822 -2.369522 0.100710 0.1 0.0 0.4
O 2.569167 -3.087200 0.739125 0.0 0.0 0.0
O 0.669256 -1.964290 0.636683 0.1 0.1 -0.9
C 2.497653 -2.948595 -2.266251 0.0 0.0 0.0
C 3.013357 -2.623529 -3.520868 0.0 0.0 0.0
C 3.171907 -3.603008 -4.488309 0.0 0.0 0.0
C 2.823961 -4.918118 -4.211936 0.0 0.0 0.0
C 2.315097 -5.248048 -2.965569 0.0 0.0 0.0
C 2.148684 -4.269412 -1.994270 0.0 0.0 0.0
C 3.443386 -0.862733 -1.133078 0.0 0.0 0.0
C 4.542929 -1.199022 -0.347097 0.0 0.0 0.0
C 5.662088 -0.377992 -0.318258 0.0 0.0 0.0
C 5.712429 0.774974 -1.088424 0.0 0.0 0.0
C 4.627450 1.108896 -1.886668 0.0 0.0 0.0
C 3.495836 0.302286 -1.900687 0.0 0.0 0.0
H 0.896643 -1.431647 -2.641994 0.0 0.0 0.0
H 3.322905 -1.609154 -3.741496 0.0 0.0 0.0
H 3.584886 -3.341039 -5.452917 0.0 0.0 0.0
H 2.962072 -5.684701 -4.962109 0.0 0.0 0.0
H 2.059086 -6.273999 -2.737708 0.0 0.0 0.0
H 1.780448 -4.568360 -1.021847 0.0 0.0 0.0
H 4.550742 -2.117792 0.221414 0.0 0.0 0.0
H 6.512148 -0.661566 0.287723 0.0 0.0 0.0
H 6.602043 1.391036 -1.090225 0.0 0.0 0.0
H 4.673764 1.978778 -2.531070 0.0 0.0 0.0
H 2.676288 0.552297 -2.562064 0.0 0.0 0.0
```
Positions in Å, forces in eV/Å.

***

# C33H35NOPPt

C33H35NOPPt as an isolated structure (ωB97M-V/def2-TZVPD, OMol25).

Total charge   -1
E_LUMO (alpha / beta)   2.466 / 2.026 eV
⟨S²⟩   6.0880
Multiplicity   5
Total energy   -50852.0182 eV
HOMO-LUMO gap (alpha / beta)   4.402 / 6.115 eV

```
72
Properties=species:S:1:pos:R:3:forces:R:3
Pt 0.083005 0.073768 -0.992375 0.5 1.1 -2.4
C 2.070322 0.606210 -0.266847 0.5 -0.6 -1.1
C 2.222601 -0.294866 -1.417235 0.9 2.4 1.2
C 2.275652 0.562794 -2.593319 0.1 0.8 0.5
H 2.564648 -1.306414 -1.334507 -0.2 -0.2 -0.1
C 2.022420 1.891635 -2.187520 0.7 -0.3 -0.6
C 1.814079 1.939180 -0.771835 1.2 -1.2 -0.6
H 1.588038 2.798229 -0.165764 0.0 0.1 0.0
H 2.269312 0.316475 0.761958 -0.3 0.1 -0.4
H 2.573510 0.215782 -3.585360 -0.5 0.2 0.3
H 2.076053 2.769369 -2.840079 -0.4 -0.5 0.2
C -1.943748 0.657695 -1.276268 0.3 1.6 -0.5
C -1.329697 1.874133 -0.668912 -0.7 -1.8 -0.8
C -0.952096 2.731545 -1.748730 -1.1 0.0 -0.9
H -1.393850 2.115562 0.388533 0.1 0.0 -0.3
C -1.316502 2.127035 -2.973310 -0.2 0.8 0.2
C -1.874112 0.853735 -2.734272 -0.2 0.3 1.6
H -2.275457 0.157656 -3.459501 0.2 0.1 0.0
H -2.621128 0.010262 -0.739797 0.1 -0.1 -0.2
H -0.548406 3.733407 -1.627686 0.1 -0.3 -0.1
H -1.314899 2.633557 -3.944168 0.5 -0.4 0.4
O 0.464770 -2.299000 -1.923890 0.1 0.4 -3.1
C 0.001055 -0.153800 -6.416449 0.6 -2.0 5.2
C 0.526395 -1.269020 -5.537262 0.1 0.3 -3.6
C 0.763051 1.092251 -6.034568 0.7 -0.7 1.6
C -1.507856 -0.161917 -6.228480 -0.4 -0.3 0.7
C 0.740987 -2.350120 -3.224329 -0.4 -1.7 2.1
H 1.640002 -1.401784 -5.551393 -0.9 0.3 0.3
H 0.008304 -2.251944 -5.698482 0.4 0.9 0.4
H 0.052818 -3.095175 -3.799191 1.4 1.2 0.6
H 1.852295 -2.245526 -3.528024 -1.6 -0.1 0.1
H 0.911886 1.826755 -6.726145 0.0 1.9 -2.7
H 1.797665 0.802122 -5.790873 -0.3 0.0 0.1
H 0.410782 1.694336 -5.165301 -0.2 -0.9 -0.1
H -2.093852 -0.248194 -7.085305 -0.8 0.2 -2.2
H -2.023210 0.640471 -5.673129 0.8 0.2 0.1
H -1.794710 -1.087805 -5.719903 0.1 0.1 0.3
N -0.275423 -0.757526 0.687682 -0.8 -1.6 5.6
P -0.185523 -0.542832 2.254140 -0.2 -0.7 -4.0
C 1.076326 0.583620 2.870366 0.4 0.3 0.6
C 2.300692 0.115269 3.371869 0.1 0.7 0.0
C 3.290986 1.031431 3.752042 -0.5 0.1 -0.3
C 3.060063 2.407283 3.626590 -0.3 -0.3 -0.1
C 1.845022 2.874898 3.110230 -0.1 -0.7 0.0
C 0.854614 1.962770 2.728175 0.6 0.0 0.3
C -1.715591 0.096971 2.959495 -0.4 0.2 0.8
C -1.757874 0.749158 4.202944 -0.3 0.0 -0.2
C -2.968689 1.223215 4.700232 -0.4 -0.2 -0.5
C -4.144829 1.061325 3.945933 0.6 -0.3 -0.3
C -4.103065 0.404620 2.703641 0.7 0.1 0.6
C -2.887011 -0.098887 2.223229 -0.3 0.3 0.3
C 0.076754 -2.147998 3.016802 0.1 -0.5 0.7
C -0.068892 -3.269621 2.189444 0.2 -0.4 0.6
C 0.062696 -4.554760 2.742251 0.0 0.7 0.2
C 0.334720 -4.703992 4.106558 0.0 0.3 0.0
C 0.476782 -3.578836 4.933962 -0.1 0.2 -0.6
C 0.349395 -2.294422 4.385166 -0.1 -0.7 -0.1
H 2.488080 -0.953881 3.450978 -0.1 0.2 0.0
H 4.239605 0.666409 4.129496 0.0 0.1 0.0
H 3.819728 3.118408 3.931392 0.0 -0.1 0.0
H 1.655449 3.937220 3.015854 0.1 0.0 0.0
H -0.086107 2.327097 2.321767 0.1 -0.1 0.1
H -0.841254 0.909617 4.774680 -0.2 -0.1 -0.2
H -3.002334 1.721005 5.663387 0.0 0.0 -0.1
H -5.082973 1.442784 4.325969 0.0 0.0 0.0
H -4.995480 0.291575 2.107742 -0.2 0.0 0.0
H -2.838024 -0.627840 1.270158 0.1 0.2 0.3
H -0.269287 -3.119103 1.129631 0.1 0.1 0.2
H -0.050220 -5.418890 2.098895 0.0 0.0 0.1
H 0.440274 -5.702537 4.532565 0.0 0.2 -0.1
H 0.689250 -3.695376 5.991917 0.0 0.0 -0.1
H 0.472013 -1.416602 5.024539 -0.1 -0.2 -0.2
```
Positions in Å, forces in eV/Å.

***

# C33H36BBiCl2F6Ge2N10O2SSb

C33H36BBiCl2F6Ge2N10O2SSb as an isolated structure (ωB97M-V/def2-TZVPD, OMol25).

Total charge   +2
E_LUMO (alpha / beta)   -6.425 / -8.806 eV
⟨S²⟩   0.7622
Multiplicity   2
Total energy   -232063.0655 eV
HOMO-LUMO gap (alpha / beta)   6.860 / 4.478 eV

```
95
Properties=species:S:1:pos:R:3:forces:R:3
Bi -0.305625 0.223958 0.470734 -0.2 0.3 -0.1
C 1.369099 4.231428 1.256141 0.0 0.0 0.0
C 1.454969 2.951441 0.738309 0.0 0.0 0.0
N 0.449694 2.207888 1.217559 0.0 -0.1 0.0
N -0.298722 2.987377 2.032017 0.0 0.0 -0.1
C 0.236447 4.213668 2.054994 0.0 0.0 0.0
B -1.645031 2.473737 2.658340 0.1 0.0 0.1
N -1.364584 1.119628 3.383331 -0.1 0.0 0.0
C -1.706769 0.746278 4.624027 0.0 0.0 0.0
C -1.346575 -0.577800 4.806979 0.0 0.0 0.0
C -0.788038 -0.958796 3.595412 0.0 0.0 0.0
N -0.808908 0.069523 2.741117 0.2 0.0 0.0
N -2.612370 2.168176 1.489140 -0.1 0.0 -0.1
C -3.745402 2.756442 1.089055 0.0 0.0 0.0
C -4.185437 2.152324 -0.078078 0.0 0.0 0.0
C -3.243514 1.185184 -0.362565 0.0 0.0 0.0
N -2.299591 1.184086 0.592740 0.0 0.0 0.0
N -2.126400 3.473109 3.665573 0.0 0.0 0.0
C -1.417082 3.923008 4.742898 0.0 0.1 0.0
C -2.237195 4.734705 5.476114 0.0 0.0 0.0
C -3.458597 4.722040 4.770690 0.0 0.0 0.0
N -3.391209 3.964448 3.695696 0.0 0.0 0.0
H 2.014914 5.068523 1.059191 0.0 0.0 0.0
H 2.161774 2.526501 0.039836 0.0 0.0 0.0
H -0.217671 4.997943 2.637131 0.0 0.0 0.0
H -2.183937 1.440660 5.296198 0.0 0.0 0.0
H -1.479367 -1.173933 5.692254 0.0 0.0 0.0
H -0.366038 -1.905579 3.296985 0.0 0.0 0.0
H -4.166504 3.547467 1.685123 0.0 0.0 0.0
H -5.068963 2.391811 -0.642467 0.0 0.0 0.0
H -3.179228 0.498911 -1.191061 0.0 0.0 0.0
H -0.389980 3.632322 4.901270 0.0 0.0 0.0
H -2.001189 5.260240 6.385005 0.0 0.0 0.0
H -4.376831 5.236060 5.006369 0.0 0.0 0.0
Cl 0.109940 2.160661 -4.529131 0.1 0.2 0.0
C 0.122291 3.264234 -3.152012 0.0 0.0 -0.1
Cl 1.785025 3.720286 -2.730325 0.1 0.0 0.0
C -0.527325 2.695079 -1.888421 -0.2 0.1 0.1
O -0.932296 3.469788 -1.059019 0.0 0.0 -0.1
O -0.566117 1.389079 -1.727713 0.2 0.0 -0.1
H -0.401661 4.167602 -3.441527 0.0 0.0 0.0
S 3.310359 -0.231072 1.423928 0.0 -0.1 0.2
C 4.611447 0.065802 0.328630 -0.2 0.1 0.0
N 5.871394 -0.298834 0.691005 0.0 0.0 -0.1
C 6.932760 -0.114600 -0.116258 0.0 0.0 0.0
C 6.736559 0.490956 -1.328897 0.0 0.0 0.0
C 5.434745 0.896926 -1.629539 0.0 0.0 0.0
N 4.400010 0.676525 -0.825901 0.0 0.0 0.0
H 5.995798 -0.702052 1.612419 0.0 0.0 0.0
H 7.893205 -0.447426 0.251901 0.0 0.0 0.0
H 7.559420 0.659324 -2.006858 0.0 0.0 0.0
H 5.212874 1.411532 -2.557966 0.0 0.0 0.0
F -1.359305 -0.832628 -1.420940 0.2 0.2 -0.1
Sb -0.289512 -0.346266 -3.099484 -0.5 -0.7 0.2
F 0.823610 -1.939383 -1.640142 0.2 0.1 -0.1
F -0.908133 -2.115264 -3.420812 0.2 0.1 0.0
F 0.587696 -0.658423 -4.731265 -0.1 0.4 0.1
F -1.944769 0.267937 -3.729502 0.2 0.1 -0.1
F 1.426657 0.199061 -2.477789 -0.1 -0.1 0.0
C -2.789935 -2.661529 0.704515 0.0 0.1 -0.1
Ge -2.240923 -3.824661 -0.781837 0.1 0.0 0.1
C -2.296226 -5.694612 -0.185363 0.0 0.0 0.0
C -3.297619 -3.535738 -2.392975 0.0 0.0 0.0
Ge 0.185301 -3.577135 -1.127854 -0.1 -0.2 0.0
C 1.253939 -3.450120 0.537126 -0.1 -0.2 0.0
C 0.788670 -3.909409 1.765796 -0.1 0.0 -0.1
C 1.588177 -3.906028 2.916849 0.1 0.0 0.0
C 2.891349 -3.469080 2.846495 0.0 0.0 0.0
C 3.389426 -3.006098 1.621218 0.2 0.1 0.0
C 2.568110 -2.976480 0.484103 0.0 0.0 -0.1
C 0.967951 -4.788760 -2.413443 0.0 0.1 0.0
C 2.342868 -4.982978 -2.545939 0.0 0.0 0.1
C 2.847494 -5.803847 -3.540639 0.0 0.0 0.0
C 1.980686 -6.446728 -4.415586 0.0 0.0 0.0
C 0.611069 -6.269881 -4.292315 0.0 0.0 0.0
C 0.110513 -5.443693 -3.297484 -0.1 0.1 0.0
H -3.824067 -2.876583 0.977701 0.0 0.0 0.0
H -2.751801 -1.605558 0.423502 0.0 -0.1 0.0
H -2.176673 -2.832787 1.588991 0.0 0.0 0.1
H -3.252475 -5.913285 0.290778 0.0 0.0 0.0
H -1.503472 -5.926447 0.527853 0.0 0.0 0.0
H -2.182519 -6.362075 -1.039738 0.0 0.0 0.0
H -4.045936 -4.324092 -2.471746 0.0 0.0 0.0
H -2.672562 -3.539111 -3.282538 -0.1 0.0 0.0
H -3.805976 -2.573553 -2.343636 0.0 0.0 0.0
H -0.222282 -4.297744 1.846357 0.0 0.0 0.0
H 1.192630 -4.285528 3.850424 0.0 0.0 0.0
H 3.533481 -3.520690 3.715802 0.0 0.0 0.0
H 4.446224 -2.788220 1.521475 0.0 -0.1 0.0
H 2.969958 -2.613206 -0.454930 0.0 0.0 0.0
H 3.035798 -4.502966 -1.864317 0.0 0.0 0.0
H 3.915561 -5.950038 -3.634908 0.0 0.0 0.0
H 2.374592 -7.086393 -5.194368 0.0 0.0 0.0
H -0.064799 -6.770616 -4.972591 0.0 0.0 0.0
H -0.963141 -5.303652 -3.223814 0.0 0.0 0.0
```
Positions in Å, forces in eV/Å.